Record 1
# C48H96O48

16 unconnected molecules or ions with the total composition C48H96O48 (wB97M-V/def2-TZVPD, the Open Molecules 2025 dataset).

The geometry in XYZ format:
```
192
Properties=species:S:1:pos:R:3:forces:R:3
C 4.2406 -0.1960 1.1990 -0.2536 0.2190 0.2966
O 4.8608 -0.0376 -0.0715 -0.3340 -0.1217 -0.6774
C 6.0283 0.6061 -0.0720 -0.8367 -1.1249 -0.7772
O 6.4901 1.1739 0.8455 1.1028 1.3543 2.1000
O 6.6061 0.4492 -1.2441 -0.9947 -0.8055 -1.3025
C 7.8855 0.9851 -1.3604 0.8393 1.4410 0.7836
H 3.1760 -0.3362 1.0348 0.0022 -0.1976 -0.1260
H 4.3625 0.6856 1.8204 0.1854 0.0656 0.0399
H 4.6600 -1.0692 1.6822 -0.0222 0.0990 0.1866
H 7.8603 2.0403 -1.0715 0.0497 -0.0237 -0.0196
H 8.2322 0.9514 -2.3815 -0.1200 -0.5031 -0.2184
H 8.5478 0.4975 -0.6503 0.2958 -0.1844 -0.2079
C 3.4467 -2.5001 6.0235 -0.0381 0.4241 0.0966
O 4.2059 -3.1511 5.0203 0.2637 0.2648 -0.3853
C 3.8864 -2.9002 3.7593 -0.5302 -1.2929 -0.2828
O 2.9829 -2.2195 3.3533 0.0951 0.6321 0.2672
O 4.6441 -3.7045 3.0187 0.4734 -0.3103 -0.2764
C 4.5433 -3.6285 1.6042 0.5666 1.0408 -1.2002
H 3.3274 -1.4322 5.8559 0.2890 0.0988 -0.2029
H 4.0566 -2.6793 6.8971 -0.4186 0.0286 0.4875
H 2.4383 -2.8982 6.0693 -0.0279 -0.3450 0.2380
H 4.8180 -4.5549 1.1085 -0.2724 -0.4144 0.6274
H 5.2958 -2.9210 1.2150 -0.2043 -0.0995 0.3244
H 3.5834 -3.2773 1.2256 -0.0918 -0.2638 0.3643
C -1.4208 -0.2774 3.7328 -0.9286 1.5152 0.2961
O -0.7327 0.3406 4.8100 0.7189 -0.1487 0.5908
C -1.4805 0.9628 5.7182 -1.8842 -0.2514 -0.6386
O -2.7097 0.9879 5.7429 1.7547 -0.0618 -0.0491
O -0.6809 1.5591 6.5800 0.6168 -0.3436 -0.4454
C -1.3091 2.1712 7.6767 0.1125 -0.1519 0.9600
H -2.3250 -0.7511 4.0965 0.1978 -0.2937 0.2390
H -0.7752 -0.9468 3.1906 0.3280 -0.1035 0.1731
H -1.7659 0.5482 3.1021 0.2700 -0.2677 -0.1329
H -1.6859 3.1486 7.4039 -0.2564 0.1029 0.0398
H -0.5312 2.2501 8.4307 0.0720 0.2969 -0.0009
H -2.0711 1.5156 8.0916 -0.3106 0.2100 -0.1673
C -2.3583 6.4582 -1.0606 -0.4272 0.0269 -0.4160
O -2.4866 5.0181 -0.9442 0.6356 0.6154 0.7341
C -3.1884 4.2961 -1.7934 0.2449 1.2942 -0.7508
O -2.9932 3.1404 -1.9863 -0.0290 -1.3709 0.1992
O -4.0519 5.0457 -2.4732 -0.7294 0.3176 -0.3722
C -4.8450 4.3629 -3.4519 -0.0150 0.3607 -0.9750
H -1.9808 6.7566 -2.0458 0.0760 -0.3602 0.1484
H -1.6446 6.7551 -0.2995 -0.0015 -0.1441 0.0055
H -3.3073 6.9879 -0.9285 0.0394 -0.3695 0.1828
H -5.4822 5.0993 -3.9476 -0.0798 0.1658 0.6386
H -5.4484 3.5772 -3.0093 0.1476 -0.1234 0.0194
H -4.2391 4.0098 -4.2959 0.1842 -0.4149 0.5669
C 0.7362 6.9843 2.7170 0.4915 0.5796 -1.0338
O -0.0299 5.8189 2.5341 -0.6068 0.9027 2.9143
C 0.0182 5.1315 1.4372 -0.4463 0.3829 1.7263
O 0.5192 5.4361 0.4433 2.8835 2.2784 -4.7124
O -0.5949 4.0267 1.5161 -1.9810 -2.4373 0.0776
C -0.9153 3.5291 2.7862 -0.5826 -1.6731 0.5902
H 1.7192 6.8089 2.2916 0.0255 0.2446 -0.2480
H 0.8622 7.2551 3.7591 -0.3722 -0.5707 0.2778
H 0.2567 7.8293 2.2218 0.0822 -0.0175 -0.1565
H -1.6431 2.7424 2.5915 0.0696 -0.1199 0.0554
H -1.3906 4.2157 3.4798 0.2816 0.3275 -0.1598
H 0.0017 3.0859 3.1656 -0.0942 0.0397 0.5974
C 0.4725 -5.3558 4.4994 1.2971 0.3672 -0.2287
O -0.4763 -4.3743 4.1139 1.4955 -0.0472 -0.6450
C -1.4828 -4.1865 4.9185 -1.5499 0.7858 -1.6165
O -1.8102 -4.8372 5.8401 -0.1936 -1.3131 2.3535
O -2.2149 -3.2145 4.3800 0.0796 1.1155 -0.8258
C -3.5402 -3.0924 4.8178 -1.4952 -1.1911 2.2557
H 1.3427 -4.8781 4.9534 -0.2460 0.2099 0.5071
H 0.9107 -5.7278 3.5792 -0.3839 -0.4575 -0.0842
H 0.0671 -6.1077 5.1619 -0.1788 -0.1642 -0.1080
H -4.2079 -2.5162 4.1922 0.6605 0.1584 -0.6282
H -3.6390 -2.7217 5.8505 0.5626 0.4525 -0.2997
H -3.9853 -4.0885 4.9686 0.1244 0.0805 -0.6053
C 6.0106 6.1428 -0.1703 -0.7694 -0.4956 0.9136
O 5.2711 5.0140 -0.7074 1.9613 0.0255 0.9771
C 4.2167 5.3041 -1.4233 -0.0427 -2.1459 0.8584
O 3.9540 6.3368 -1.8861 -0.9622 4.0817 -1.7594
O 3.4825 4.2273 -1.5305 -0.8629 -1.8071 0.5987
C 2.2422 4.3086 -2.2330 0.0284 1.0569 -0.4969
H 5.8248 6.1104 0.9125 0.0042 0.0648 -0.2521
H 5.6134 7.0722 -0.5617 0.2199 0.0333 -0.2459
H 7.0817 6.0254 -0.2944 -0.0445 -0.1535 -0.5428
H 2.5178 4.4199 -3.2791 -0.5780 -0.3166 -0.1902
H 1.6025 5.1490 -1.9541 0.5817 0.3151 0.1727
H 1.6130 3.4654 -1.9848 0.5221 -0.5849 -0.2241
C 1.0568 7.4641 -5.4335 0.0349 1.4764 -0.9649
O 0.8821 6.2807 -4.7246 0.2656 -0.4655 0.4206
C -0.0702 5.4636 -5.1442 -0.7161 0.1110 -0.3674
O -0.7911 5.5985 -6.1024 0.2789 0.1374 -0.0766
O -0.1294 4.4770 -4.2808 0.7054 -1.2818 0.4020
C -0.9377 3.3392 -4.6073 -1.6853 0.8670 0.8438
H 0.2420 8.1687 -5.2537 -0.0719 -0.1016 0.1071
H 1.1188 7.3277 -6.5142 -0.0641 -0.3291 0.0533
H 1.9823 7.9269 -5.1108 0.0960 -0.1553 0.2641
H -1.9604 3.6365 -4.3328 0.0623 -0.2789 -0.3788
H -0.7129 2.5544 -3.8936 0.5097 -0.1319 -0.2583
H -0.9498 3.0477 -5.6519 0.5586 0.0392 -0.0246
C 2.3942 2.6512 0.7601 -2.5827 -0.9308 1.0526
O 3.3670 3.4951 1.3160 0.4307 -0.7556 -1.2876
C 3.1230 4.1115 2.4367 0.3596 0.8184 0.8808
O 2.4010 3.8270 3.3474 -0.8649 -0.4270 0.2388
O 3.9102 5.1775 2.4196 0.7794 1.0123 -0.8969
C 4.0258 6.1131 3.4636 0.9104 0.3453 0.4031
H 1.6146 3.2062 0.2407 0.5408 0.3556 -0.5317
H 1.7611 2.1706 1.5223 0.5592 0.0404 0.3940
H 2.7482 1.8102 0.1834 0.8618 0.4013 -0.3538
H 4.3361 5.6256 4.3872 -0.4473 0.0715 0.1546
H 3.1960 6.8046 3.5645 -0.4698 -0.5710 0.2753
H 4.8390 6.7888 3.1780 0.1296 -0.3799 -0.1411
C -0.9814 -3.8549 -2.5359 -0.6230 -0.8570 -0.3137
O -2.2150 -3.8814 -1.7957 -0.4636 0.1868 0.0853
C -2.6258 -5.0674 -1.3440 -0.1370 0.3161 0.5033
O -1.9918 -6.0880 -1.3476 0.1810 -0.2928 -0.1746
O -3.8536 -4.9286 -0.8070 0.2380 0.5555 -0.5892
C -4.3913 -6.0108 -0.0554 0.6381 -0.3943 0.1389
H -0.7384 -2.8389 -2.7871 -0.0603 0.3601 0.5168
H -1.1512 -4.3686 -3.4878 0.2392 -0.2480 0.2216
H -0.2089 -4.3387 -1.9468 0.1014 0.0474 -0.1170
H -4.3447 -6.9664 -0.5787 0.0947 0.1494 -0.2023
H -5.4203 -5.7643 0.1552 -0.1680 0.1852 0.0725
H -3.8338 -6.1081 0.8772 -0.0985 0.0031 0.0521
C -6.4874 -3.7316 -2.0944 -1.1540 0.0053 -0.3650
O -6.0366 -2.4140 -1.8491 0.4653 -0.4302 0.9775
C -4.9528 -1.9876 -2.4996 -1.5557 0.7854 -0.5754
O -4.4866 -2.4519 -3.4866 0.9464 -1.3401 -0.8600
O -4.6716 -0.7923 -2.0385 -0.1531 0.0720 1.4816
C -3.6132 -0.1623 -2.6606 2.2099 1.4056 -1.1901
H -6.0040 -4.1843 -2.9515 0.0800 0.0285 -0.0967
H -7.5596 -3.6024 -2.2565 0.0089 -0.2441 -0.3994
H -6.4293 -4.3830 -1.2286 0.6109 0.1728 0.1962
H -3.7376 -0.0280 -3.7349 -0.4878 -0.0484 0.0292
H -2.6266 -0.6400 -2.5855 -0.4568 -0.6319 0.3949
H -3.4448 0.8176 -2.2212 -0.5739 0.0546 0.1980
C -7.2673 -2.5816 1.1421 -1.6600 -1.3814 -0.1869
O -6.3244 -1.5805 1.0040 -1.0508 1.3419 -0.2247
C -5.0675 -1.7953 1.3115 -0.7262 0.9771 -0.8344
O -4.6033 -2.8088 1.6796 1.0773 -2.8777 1.1666
O -4.4139 -0.6878 1.1074 0.8174 1.5425 -0.4431
C -3.0062 -0.7381 1.3679 -0.2621 -0.7384 0.1272
H -8.2690 -2.2341 0.8775 0.3021 0.8648 0.0528
H -7.3969 -2.9873 2.1443 0.6007 0.0104 0.1688
H -7.1696 -3.3929 0.4243 0.7396 -0.1954 0.1781
H -2.5718 0.1945 1.0261 -0.2232 0.2278 0.1198
H -2.5241 -1.5525 0.8245 -0.2104 -0.0779 -0.0783
H -2.8777 -0.9056 2.4399 -0.1392 0.0135 -0.7601
C -0.3092 1.4925 -1.2101 -0.4653 1.0529 -0.4469
O -0.0249 0.7825 -0.0289 0.6290 1.6585 0.8009
C -0.0405 -0.5144 -0.0805 -0.9710 -0.3994 -1.2584
O -0.5904 -1.1372 -0.9454 -0.1296 -0.9982 -0.6203
O 0.5977 -0.9742 0.9435 0.5105 -0.0188 1.2220
C 0.5841 -2.3453 1.2542 1.0691 -1.5073 0.4221
H 0.5816 1.5657 -1.8367 -0.0165 -0.3433 -0.1011
H -0.5709 2.5052 -0.9055 0.0081 -0.0289 0.1099
H -1.1659 1.0950 -1.7448 0.1076 -0.2426 -0.0631
H 0.6757 -3.0522 0.4242 -0.2438 0.5846 -0.4406
H -0.2557 -2.6686 1.8701 -0.1860 0.3987 -0.0130
H 1.5113 -2.4517 1.8185 -0.3610 -0.2213 0.2290
C -0.2743 -6.6078 1.2852 -0.8107 0.2045 -0.9963
O 1.0543 -6.7858 0.7532 -0.7557 3.9013 1.7662
C 1.3632 -8.0050 0.4715 5.0178 5.0192 0.6020
O 0.6305 -8.8230 0.3217 -7.1343 -8.5373 -1.2721
O 2.6403 -8.1982 0.3341 2.8970 -0.1602 -0.3107
C 3.5945 -7.1297 0.2936 -0.3699 0.5907 1.5450
H -0.3391 -6.7518 2.3600 0.3009 -0.4910 -0.0714
H -0.9346 -7.2646 0.7156 -0.0417 -0.0068 0.4587
H -0.6370 -5.5953 1.0948 0.5780 0.0667 -0.1747
H 4.0767 -6.9564 1.2715 0.0437 -0.8663 -0.0941
H 3.1092 -6.1562 0.1994 0.1020 -0.2250 -1.0962
H 4.3337 -7.4415 -0.4283 0.0977 0.4271 -0.3054
C 1.9876 -6.1243 -2.5836 -0.2497 -0.4871 0.2812
O 1.9978 -4.7745 -3.0193 -0.4150 -1.3171 -1.4010
C 2.4306 -3.8761 -2.1985 -0.6816 0.3852 -0.0373
O 2.9085 -4.0505 -1.1251 1.1377 -0.6169 1.8908
O 2.1561 -2.7176 -2.7191 0.1979 1.9190 -0.7616
C 2.7226 -1.5879 -2.0245 -0.0720 -0.6077 0.2526
H 2.9149 -6.4033 -2.0960 0.1422 0.0880 -0.0998
H 1.8208 -6.7223 -3.4702 0.0340 -0.0526 -0.0867
H 1.1633 -6.2893 -1.8848 0.0185 0.0756 -0.0359
H 3.7963 -1.5342 -2.1951 -0.0327 0.0875 -0.1614
H 2.5726 -1.7450 -0.9550 -0.1246 0.3706 -0.0663
H 2.1979 -0.7314 -2.4216 0.0175 0.2404 0.0966
C -3.2231 2.3103 -7.3662 -0.6794 -0.0443 -0.5431
O -2.9858 1.3748 -6.3281 0.2561 -0.4814 0.4688
C -2.0181 0.4449 -6.4887 -0.2697 0.5761 -0.1356
O -1.4150 0.2233 -7.4963 0.2964 -0.0266 -0.2101
O -1.8671 -0.1555 -5.3171 -1.0461 0.8860 0.3430
C -0.7399 -0.9041 -5.0345 1.5640 -1.6066 -0.1367
H -4.2782 2.5783 -7.3055 0.0668 0.0716 0.2714
H -3.1048 1.8802 -8.3578 0.4567 -0.0861 0.0356
H -2.6210 3.2052 -7.2282 0.1860 -0.0287 -0.0741
H 0.2154 -0.3974 -5.1992 -0.2718 0.4269 -0.0309
H -0.6609 -1.8361 -5.6063 -0.3474 0.1809 -0.1935
H -0.8002 -1.2089 -3.9963 -0.1242 0.2850 0.1703
```
Forces are in eV/Å.

The spin multiplicity is 1. As for the HOMO-LUMO gap: 0.401 Eh. For the strongest force on any atom, the calculation gives 0.218 hartree/bohr.

=====

Record 2
# C8H16O

A molecular structure, C8H16O (wB97M-V/def2-TZVPD, the Open Molecules 2025 dataset).

The geometry in XYZ format:
```
25
Properties=species:S:1:pos:R:3:forces:R:3
C 0.8110 0.0995 0.1429 0.3951 0.0540 0.5516
C -0.4178 -0.8517 -1.5161 -0.4465 0.0580 -0.1959
C 1.3354 1.2529 -0.6947 -0.1524 -0.1632 0.0360
C 0.5950 0.5582 1.5869 0.0566 -0.0446 -0.1554
C 1.7809 -1.0787 0.1539 -0.1687 0.1282 -0.0956
C -1.6162 -1.3905 0.6353 0.2345 0.1231 -0.0458
C -1.0907 -0.3430 -0.3301 0.1731 0.1540 0.2864
C -1.7835 0.8665 -0.2994 0.0892 -0.2378 -0.3430
O -1.6991 1.6961 -1.4034 -0.0319 0.1056 0.0518
H -2.1675 2.5168 -1.2243 0.0213 -0.0617 0.0051
H -0.3528 -0.2477 -2.4076 0.0906 -0.0522 -0.0018
H -0.0599 -1.8688 -1.5117 -0.0009 0.0393 -0.0689
H -2.3308 1.2194 0.5623 -0.0378 -0.0371 -0.0161
H 2.6584 -0.8084 0.7516 -0.0431 0.0071 0.0664
H 0.5731 2.0142 -0.8460 0.0199 0.0267 0.0007
H 1.6963 0.9200 -1.6651 -0.0416 -0.0227 -0.0457
H 2.1797 1.7097 -0.1667 -0.0375 0.0055 0.0516
H 1.5678 0.8082 2.0230 0.0464 0.0106 -0.0409
H -0.0285 1.4476 1.6366 -0.0909 -0.0005 -0.0181
H 0.1662 -0.2227 2.2130 -0.0871 -0.0326 -0.0203
H 1.3333 -1.9639 0.6049 0.0256 -0.0579 0.0227
H 2.1315 -1.3285 -0.8440 -0.0469 -0.0434 -0.0587
H -0.8521 -2.1173 0.9135 0.0759 0.0132 0.0252
H -2.4147 -1.9450 0.1393 -0.0338 0.0189 0.0195
H -2.0150 -0.9429 1.5459 -0.0091 0.0095 -0.0107
```
Forces are in eV/Å.

The spin multiplicity is 1. As for the HOMO-LUMO gap (spin up / spin down): 0.245 / 0.257 Eh. For the strongest force on any atom, the calculation gives 0.013 hartree/bohr.

=====

What did we get for energy relative to the best compared isomer or geometry (same formula, charge and spin)? Answer: 59.0, 103.0 kcal per mole, in the order shown.